A molecular structure, C23H49Br3O38S10. Source: the OMol25 dataset; level of theory: ωB97M-V/def2-TZVPD.

```
123
Properties=species:S:1:pos:R:3:forces:R:3
O 5.00540 1.86037 -6.68379 -0.23 -2.27 -0.08
S 4.58755 0.47825 -6.95872 -1.13 1.57 -0.75
O 3.82769 0.25004 -8.18561 1.26 -0.26 1.98
O 5.89859 -0.49760 -6.99841 -3.80 0.12 -0.13
C 7.10593 -0.02664 -6.52321 2.80 -1.39 -1.33
C 7.24115 0.13398 -5.06141 -0.58 1.20 1.15
C 3.60792 -0.14075 -5.51455 0.29 0.33 -0.39
H 7.40773 0.79016 -7.17883 0.09 0.56 0.72
H 7.73548 -0.85428 -6.84994 0.46 -0.02 -0.01
H 8.24485 0.38587 -4.71902 0.06 0.39 -0.49
H 6.98805 -0.70035 -4.40725 -0.42 -0.37 -0.60
H 6.55498 0.95866 -4.86864 0.21 0.21 0.89
H 2.63625 0.34625 -5.43211 0.06 0.28 -0.81
H 4.08829 0.16002 -4.58348 0.52 -0.42 -0.20
H 3.41984 -1.20904 -5.62171 0.40 0.07 0.06
O 5.98552 7.68656 -4.11835 2.58 -1.08 1.83
S 7.17995 7.07138 -3.48813 -1.83 -0.23 -1.43
O 7.92492 7.69738 -2.42167 -0.70 -0.24 -0.75
O 6.74871 5.54902 -2.95995 1.38 1.85 -2.45
C 6.30621 5.44069 -1.65305 -1.94 -0.74 1.83
C 5.54587 4.10529 -1.60710 0.22 -0.32 0.77
C 8.30895 6.65965 -4.85911 -0.41 -0.23 -0.35
H 5.57460 6.20547 -1.39235 0.11 0.40 -0.16
H 7.10540 5.50753 -0.91487 0.22 -0.17 -0.20
H 4.57323 4.11788 -2.09896 0.44 0.17 -0.78
H 5.23109 3.77649 -0.61670 0.47 0.45 0.50
H 6.21746 3.31613 -1.94517 -0.30 -0.09 -0.44
H 7.81632 6.57134 -5.82742 -0.82 -0.02 0.40
H 8.79517 5.69415 -4.71953 0.29 0.38 0.51
H 8.96730 7.51076 -5.03306 0.27 -0.16 0.72
C -2.42683 -0.14668 8.16307 0.29 -0.57 -0.32
Br -1.78097 0.07269 9.99119 -0.45 -0.03 -0.77
Br -3.50353 -1.83432 7.97240 0.56 1.29 0.16
Br -0.96332 -0.14304 6.89705 0.08 -0.25 0.16
H -2.96746 0.72564 7.79581 -0.50 -0.41 0.72
C -8.18663 0.63390 6.51512 -0.46 0.07 0.17
C -7.63174 1.73805 7.32700 1.24 0.38 2.22
O -6.79864 2.58039 6.58492 1.07 0.51 -2.61
S -6.78595 2.15922 5.01135 1.53 -1.42 0.16
O -5.52545 1.40670 4.74067 -3.28 2.29 0.42
O -7.25189 3.24974 4.17744 0.95 -1.94 1.30
O -7.97911 1.06456 5.21076 -0.13 0.52 -2.43
H -9.23576 0.57816 6.80550 -0.17 -0.46 -0.79
H -7.66416 -0.29920 6.72592 -0.13 -0.09 -0.30
H -6.95531 1.16913 7.96488 -0.29 0.92 1.26
H -8.32325 2.46456 7.75373 -0.28 -0.82 0.60
C 7.32606 -2.68519 1.03886 -0.09 -1.76 -0.64
C 8.16223 -2.51234 2.27393 -1.36 1.45 -0.47
O 7.18075 -2.16444 3.24731 -1.75 0.40 1.42
S 5.68673 -1.72228 2.63718 0.70 0.17 0.79
O 5.28196 -0.38231 3.07625 1.34 -2.91 -1.32
O 4.76746 -2.82489 2.83182 1.26 1.41 -0.41
O 6.30429 -1.73253 1.13001 -1.55 1.92 0.60
H 6.77281 -3.62379 1.00671 0.67 -0.52 -0.33
H 7.93621 -2.46498 0.16290 -0.43 -0.25 -0.18
H 8.64377 -1.56938 2.01498 1.18 -0.24 0.73
H 8.74868 -3.36125 2.62538 0.02 0.33 -0.20
C 0.06127 4.49439 2.55851 1.11 2.19 0.67
C -1.33359 5.02689 2.88222 -1.42 -2.35 -1.03
O -1.38940 5.43645 4.22074 0.71 0.32 1.23
S 0.01856 5.29620 5.00709 1.97 0.53 1.91
O -0.08369 4.43396 6.17226 -0.58 0.85 -2.10
O 0.69672 6.56356 5.26503 -1.74 -1.64 -1.06
O 0.80499 4.54439 3.83189 -0.89 -0.13 -0.52
H 0.44961 5.28655 1.91838 0.89 -0.55 -0.22
H 0.19085 3.49509 2.14294 -0.42 0.22 0.15
H -1.96424 4.15803 2.69392 -0.59 -0.14 0.84
H -1.81866 5.74070 2.21641 0.95 0.67 0.12
C -2.87472 -7.35444 5.69090 -1.36 -0.59 0.73
C -3.59591 -8.72771 6.02384 -0.06 1.55 -0.94
O -3.87176 -9.23282 4.68770 0.05 0.65 -0.74
S -4.36570 -7.97122 3.66470 -0.76 -0.80 2.03
O -5.79462 -7.71328 3.92155 3.28 -0.44 -0.93
O -3.84472 -8.22799 2.33625 -0.83 0.62 2.30
O -3.48918 -6.84214 4.49739 -0.60 -0.86 -1.29
H -1.80148 -7.48052 5.54820 -0.13 -0.12 -0.18
H -3.07351 -6.59572 6.44782 0.16 -0.14 0.09
H -4.54999 -8.70955 6.55063 -0.09 0.82 -0.08
H -2.96360 -9.31056 6.69358 0.36 -0.65 -0.99
C -4.99769 5.58648 -5.93465 0.08 -0.28 -0.15
C -4.79200 7.08310 -5.94624 0.78 -0.59 0.29
O -4.52304 7.37521 -4.56311 0.19 0.68 2.24
S -3.78681 6.14612 -3.67701 -0.86 -1.03 -3.27
O -4.63468 5.67859 -2.58473 1.75 1.49 -1.81
O -2.33926 6.29906 -3.57256 -2.96 0.13 0.33
O -4.02620 5.18362 -5.01189 1.81 -1.18 2.21
H -4.67897 5.13516 -6.87424 -0.27 0.04 -0.07
H -5.94538 5.15652 -5.61045 -0.36 0.57 -0.19
H -5.58579 7.69401 -6.37610 -0.09 0.01 0.65
H -3.86125 7.27045 -6.48169 -0.05 0.14 -0.21
C -8.40421 -1.12427 -0.15847 4.49 1.31 0.97
C -7.86866 -2.28440 0.73587 -1.07 -0.28 -3.12
O -9.00321 -2.54152 1.54293 -0.78 0.23 0.98
S -10.43014 -2.12398 0.85564 -2.11 -1.06 2.39
O -11.23333 -1.38146 1.83017 2.22 -0.54 -1.97
O -11.14060 -3.29694 0.35330 2.12 2.00 -0.21
O -9.72821 -1.19261 -0.25818 -4.56 -1.09 -0.01
H -7.98739 -0.94921 -1.15029 0.20 -0.78 -0.03
H -8.09440 -0.24080 0.39974 -0.35 0.51 0.10
H -6.90722 -2.00704 1.16806 -0.62 -0.10 0.85
H -7.76045 -3.17091 0.11098 0.47 -0.18 0.07
C 4.01831 -8.10112 -3.80656 -0.70 -2.76 -1.37
C 3.10795 -7.47237 -4.91716 2.46 0.14 0.89
O 2.69918 -6.32466 -4.23636 -1.13 2.86 0.76
S 3.91384 -5.65616 -3.36151 -0.38 -0.52 0.86
O 3.40975 -4.77627 -2.29772 0.91 -2.61 -2.54
O 4.97146 -5.19376 -4.22603 -1.16 -0.45 0.74
O 4.32753 -7.19367 -2.81051 0.08 2.96 0.35
H 4.88805 -8.53792 -4.29735 0.33 0.25 0.26
H 3.48525 -8.92369 -3.32978 -0.03 0.00 0.13
H 2.29560 -8.10062 -5.28253 -0.07 0.36 0.40
H 3.77882 -7.14738 -5.71242 -0.32 -0.22 -0.46
C -1.48749 -2.75717 0.23460 -0.48 2.60 -0.68
C -1.58419 -1.59730 1.30299 -0.25 -1.41 0.58
O -2.18798 -0.46403 0.72976 -0.70 0.93 -2.41
S -1.84939 -0.28304 -0.90478 3.23 -0.32 1.85
O -0.54474 0.42640 -0.96231 -3.15 -1.87 -0.25
O -2.95105 0.26459 -1.67865 1.53 -1.88 1.62
O -1.51655 -1.99361 -1.03882 -0.63 1.55 -0.39
H -2.37032 -3.39613 0.25600 0.02 0.12 -0.03
H -0.58423 -3.36695 0.25445 0.05 0.40 0.03
H -0.66186 -1.31725 1.81190 0.23 -0.13 -0.44
H -2.29763 -1.91409 2.06374 0.14 -0.01 0.15
```
Positions in Å, forces in eV/Å.

- Kohn-Sham gap: 10.01 eV
- Net charge: 0
- Molar mass: 1494.0 g/mol
- Electronic energy: -420913.3729 eV

=====

A molecular structure, C5H10O3Tb. Source: the OMol25 dataset; level of theory: ωB97M-V/def2-TZVPD.

```
19
Properties=species:S:1:pos:R:3:forces:R:3
O 2.40615 1.62983 0.36844 4.65 -0.81 0.35
C 3.64113 1.19788 0.56542 -2.75 3.46 0.30
C 4.12896 -0.01313 0.19369 0.65 -1.72 -1.24
O 0.23854 -1.29166 0.27461 -0.13 -0.65 -0.13
C -0.84530 -1.77805 -0.44899 -0.47 -0.63 -0.47
C -2.10628 -0.97119 -0.15745 -0.38 -0.62 0.12
O -1.74818 0.41483 -0.24300 -0.29 0.03 -0.26
C -2.82774 1.31979 -0.07726 -0.56 0.17 0.00
Tb 0.41535 0.73289 0.48123 -0.44 0.66 0.66
H 4.34690 1.92481 1.00453 -0.42 -0.25 0.02
H 5.14448 -0.29335 0.47612 -0.36 0.02 0.00
H 3.61318 -0.61710 -0.55845 0.01 -0.02 0.51
H -1.07061 -2.83379 -0.20541 0.11 0.32 -0.08
H -0.65477 -1.73980 -1.54110 -0.01 -0.03 0.33
H -2.47900 -1.16882 0.86165 0.08 0.05 -0.25
H -2.90645 -1.18622 -0.88194 0.19 0.03 0.17
H -2.41315 2.33394 -0.08217 -0.15 -0.17 -0.02
H -3.54013 1.20771 -0.90623 0.17 0.10 0.22
H -3.34308 1.13143 0.87631 0.11 0.07 -0.23
```
Positions in Å, forces in eV/Å.

- Kohn-Sham gap (alpha / beta): 4.61 / 6.26 eV
- Net charge: +1
- Molar mass: 277.1 g/mol
- Relative energy (zero: lowest compared OMol25 entry of this formula, charge and spin): 10.54 kcal/mol
- Electronic energy: -33915.0252 eV
- Spin multiplicity: 7

=====

> molar mass of number 1 (C23H49Br3O38S10)?

1494.0 g/mol

=====

> What is the formula in the second record?

C5H10O3Tb

=====

> The lowest electronic energy belongs to which entry?

C23H49Br3O38S10